Record 1
The following is a quantum chemistry calculation of a molecular structure, C18H42CoNO2P2Si2 at a distorted geometry, from OMol25.

XYZ file:
```
68
Properties=species:S:1:pos:R:3:forces:R:3:mulliken_spin:R:1
Co 0.108 0.076 -0.249 1.8348 -0.0894 1.1554 2.567
P 2.180 0.818 -0.144 1.6837 0.7380 -0.5461 0.111
C 3.118 -0.344 -1.197 0.2641 -1.0629 0.5340 0.006
C 2.323 -1.599 -1.422 -1.5823 -0.9992 -1.6141 0.019
N 0.976 -1.493 -1.333 -0.3708 0.6156 0.5215 -0.050
C 0.100 -2.419 -1.779 1.1702 0.1747 0.4553 0.021
C 0.587 -3.615 -2.234 -0.3254 -0.9858 -0.9290 -0.002
C 1.957 -3.815 -2.390 -0.0179 0.3768 0.7517 0.007
C 2.800 -2.776 -2.012 1.0540 0.3448 0.4418 -0.001
C -1.350 -2.059 -1.735 -0.4497 1.0690 0.4645 0.006
P -1.438 -0.134 -1.582 -2.7665 -1.8789 -3.5873 0.002
H 3.879 -2.828 -2.136 -0.1539 -0.3097 -0.1168 0.001
H -0.133 -4.369 -2.553 0.2699 0.0308 0.0735 0.002
H 2.362 -4.773 -2.731 -0.1975 0.4976 -0.0662 0.000
H -1.866 -2.357 -2.668 0.1655 0.0308 0.6363 0.000
H -1.866 -2.479 -0.843 0.3508 0.0809 -0.6662 -0.004
H 3.222 0.139 -2.137 -0.0784 0.2337 -1.1279 -0.001
H 4.155 -0.595 -0.911 -0.4830 0.2756 0.3644 0.001
H 2.122 1.081 -3.736 -1.8783 -0.1135 0.3356 -0.001
O 2.700 0.536 -4.272 0.8623 0.8546 0.5093 0.000
H 3.431 1.149 -4.090 0.8274 -0.6005 -0.8930 0.000
H 0.026 1.135 -1.834 0.8342 2.3973 -1.7470 0.011
O 0.626 2.056 -2.628 -0.6314 -1.5278 0.4715 0.028
H 0.383 2.607 -3.396 -0.8658 -0.7575 0.5244 0.000
C -1.531 0.275 -3.387 0.0008 0.0874 0.0058 0.036
H -2.006 -0.524 -3.989 0.0846 0.4873 0.4685 0.000
H -2.087 1.226 -3.477 0.2453 -0.4426 -0.1098 -0.002
H -0.504 0.452 -3.727 -0.4168 -0.1708 -0.1303 -0.001
C -3.119 0.203 -1.026 -0.3362 -0.0435 0.2818 0.021
H -3.244 1.282 -0.954 -0.0656 0.0635 -0.0441 0.000
H -3.874 -0.199 -1.710 0.2718 0.0500 -0.0073 0.003
H -3.285 -0.222 -0.036 0.0508 0.0665 -0.0777 -0.012
C 3.181 0.674 1.347 -0.2340 0.1453 0.2552 0.009
H 4.237 0.793 1.055 -0.4159 0.1013 0.3075 0.001
H 2.849 1.462 2.037 0.3689 -0.3645 0.1424 0.002
H 3.021 -0.331 1.758 0.1226 0.3067 0.1853 0.000
C 2.450 2.463 -0.793 0.9308 1.2991 -0.3949 0.012
H 2.112 3.212 -0.041 0.3452 -0.4940 -0.3813 0.002
H 3.525 2.651 -1.038 -0.6634 -0.1200 0.4238 0.006
H 1.811 2.601 -1.734 0.8982 -0.2624 1.4681 -0.002
C -2.612 -1.821 1.945 -0.0446 -0.1320 0.0058 0.006
Si -0.864 -1.270 2.349 0.2919 0.4484 0.0862 -0.007
C -0.773 -1.043 4.198 -0.0384 -0.1432 0.4106 0.027
C 0.325 -2.673 1.898 -0.1223 -0.0054 -0.0285 0.039
C -0.292 0.366 1.562 -0.2114 -0.1280 1.3024 0.120
Si -1.270 1.978 1.875 0.2248 -0.7778 0.5458 -0.016
C -0.580 2.716 3.447 0.1605 0.2910 0.2044 0.010
C -1.066 3.181 0.473 -0.1014 0.3591 -0.1172 0.037
C -3.100 1.722 2.207 -0.2240 0.1036 -0.1110 0.008
H -2.812 -2.687 2.594 -0.0398 0.1827 -0.1746 -0.001
H -2.742 -2.160 0.912 -0.0559 0.0344 0.2062 0.001
H -3.369 -1.058 2.164 0.1607 -0.2066 -0.0525 0.001
H -0.975 -2.008 4.679 0.0506 0.0988 0.0157 0.002
H 0.218 -0.710 4.532 -0.1565 -0.0371 -0.0936 0.001
H -1.516 -0.338 4.589 0.1121 -0.0306 -0.1394 -0.001
H 0.068 -3.160 0.944 0.1319 0.1168 0.2382 -0.010
H 1.367 -2.321 1.842 -0.2525 -0.1588 0.0411 -0.005
H 0.256 -3.435 2.692 0.1166 0.1668 -0.2879 -0.001
H 0.721 0.543 2.020 -0.8798 -0.1777 -0.0354 0.008
H 0.472 3.012 3.344 -0.1383 -0.0293 0.0034 -0.001
H -1.151 3.622 3.694 0.1395 -0.0977 -0.0148 0.001
H -0.648 2.049 4.318 -0.0358 0.0431 -0.2966 0.000
H -1.551 2.871 -0.458 0.0857 0.0083 0.0567 -0.008
H -1.544 4.117 0.786 0.0537 -0.0021 -0.1134 0.000
H -0.020 3.407 0.249 -0.1406 -0.0429 0.0016 -0.007
H -3.686 1.524 1.302 0.0520 0.0038 0.2600 -0.001
H -3.322 0.944 2.948 0.1336 0.1927 -0.1567 0.001
H -3.468 2.672 2.623 0.0249 -0.1846 -0.0947 0.000
```
Forces are in eV/Å.

Properties
* charge: +1
* HOMO energy (spin up / spin down): -10.510 / -12.183 eV
* multiplicity: 4
* orbital gap (spin up / spin down): 7.822 / 7.837 eV
* energy relative to the best compared isomer or geometry (same formula, charge and spin): 39.2 kcal/mol
* calculated total energy: -96886.211 eV


Record 2
The following is a quantum chemistry calculation of C6H15NO in the gas phase at a distorted geometry, from OMol25.

XYZ file:
```
23
Properties=species:S:1:pos:R:3:forces:R:3:lowdin_charge:R:1
C -1.104 -0.951 2.058 -0.9979 1.1245 0.1739 -0.104
C -0.334 -1.474 0.844 0.4073 1.5683 0.8302 -0.225
N 0.011 -0.301 -0.004 0.7762 -1.2231 -0.7807 -0.186
C 1.416 0.132 0.152 -0.8861 0.8792 -0.1331 -0.252
C 1.566 1.082 1.350 0.1910 0.3490 -0.7885 -0.086
C -0.366 -0.384 -1.437 -1.5236 0.6590 1.6623 -0.179
C -0.836 1.000 -1.868 0.9083 -0.2147 -2.4647 -0.235
O -1.475 0.858 -3.152 -0.3820 0.0824 -0.3798 -0.099
H -1.711 -1.712 2.556 0.2356 0.1035 0.1744 0.067
H -0.531 -0.340 2.763 0.8319 -1.0313 0.2616 0.056
H -1.738 -0.084 1.821 -0.6156 -0.7366 -0.8265 0.071
H 0.569 -1.914 1.283 0.1527 -0.2946 -0.5456 0.105
H -0.882 -2.233 0.294 -0.1293 0.0107 -0.0977 0.104
H 1.675 0.731 -0.729 -0.1827 -0.0677 0.0338 0.099
H 2.139 -0.686 0.129 -0.0218 -0.2881 0.3615 0.111
H 0.703 1.755 1.389 0.0184 -0.2155 -0.0793 0.077
H 2.428 1.724 1.145 0.1185 -0.1742 0.4497 0.068
H 1.652 0.600 2.311 0.1806 -0.2486 0.2889 0.056
H 0.462 -0.662 -2.085 0.0895 -0.4216 -0.1798 0.115
H -1.264 -1.025 -1.593 0.8926 0.0303 0.2477 0.131
H 0.058 1.614 -2.040 -0.2569 0.3548 0.5431 0.110
H -1.589 1.533 -1.311 0.0886 -0.2693 0.8918 0.117
H -0.850 0.736 -3.876 0.1047 0.0235 0.3568 0.079
```
Forces are in eV/Å.

Properties
* HOMO energy: -8.453 eV
* orbital gap: 9.415 eV
* energy relative to the best compared isomer or geometry (same formula, charge and spin): 52.0 kcal/mol
* calculated total energy: -10001.502 eV
* structure (SMILES): CCN(CC)CCO


Record 3
The following is a quantum chemistry calculation of 2 unconnected molecules or ions with the total composition CH4NO2 at a distorted geometry, from OMol25.

XYZ file:
```
8
Properties=species:S:1:pos:R:3:forces:R:3:lowdin_charge:R:1
O -1.296 0.541 -1.566 1.1102 0.3148 0.2977 -0.180
H -1.911 0.122 -0.959 0.1872 -0.1748 0.0877 -0.014
C 0.666 -0.725 -0.075 -2.2119 -1.4611 -0.1112 -0.588
N 0.554 -0.133 1.254 1.6924 0.5621 -0.4968 -0.059
O 1.349 -0.308 -1.013 1.1068 0.6445 1.9301 -0.170
H -0.378 0.327 -1.160 -2.0458 0.2520 -1.1181 -0.017
H -0.325 -0.082 1.742 0.0477 -0.6989 -0.3432 0.014
H 1.340 0.258 1.777 0.1134 0.5614 -0.2463 0.014
```
Forces are in eV/Å.

Properties
* charge: -1
* HOMO energy: -1.392 eV
* orbital gap: 6.350 eV
* energy relative to the best compared isomer or geometry (same formula, charge and spin): 63.7 kcal/mol
* calculated total energy: -6685.732 eV


Record 4
The following is a quantum chemistry calculation of C3H5NO in the gas phase at a distorted geometry, from OMol25.

XYZ file:
```
10
Properties=species:S:1:pos:R:3:forces:R:3:lowdin_charge:R:1
C -0.933 -0.843 -0.246 -1.1916 3.2045 -1.1179 -0.054
C 0.070 0.223 0.288 -0.0153 0.5019 -0.3884 -0.382
O -0.130 1.549 -0.311 -0.2848 -2.1436 0.2133 -0.048
C 1.550 -0.157 0.011 0.8838 1.0211 0.1020 -0.141
N 2.697 -0.139 -0.231 -2.6452 -0.4077 0.5673 0.132
H -1.127 -0.709 -1.392 0.7094 -0.6061 2.1404 0.124
H -0.547 -1.769 0.085 0.0396 -1.2782 -0.0999 0.054
H -1.908 -0.589 0.272 1.0100 -0.6041 -0.6729 0.094
H -0.189 0.361 1.378 1.0782 -0.5204 -0.8757 0.148
H 0.517 2.072 0.148 0.4159 0.8326 0.1319 0.073
```
Forces are in eV/Å.

Properties
* HOMO energy: -11.392 eV
* orbital gap: 12.060 eV
* energy relative to the best compared isomer or geometry (same formula, charge and spin): 27.6 kcal/mol
* calculated total energy: -6728.378 eV
* structure (SMILES): C[C@H](O)C#N


Record 5
The following is a quantum chemistry calculation of 2 unconnected molecules or ions with the total composition CH4FNP2 at a distorted geometry, from OMol25.

XYZ file:
```
9
Properties=species:S:1:pos:R:3:forces:R:3:lowdin_charge:R:1
C -0.400 -0.749 0.120 -3.1187 -0.7797 0.8422 -0.392
N 1.727 0.524 0.681 0.9560 -1.4873 -0.6088 -0.747
F 0.989 0.534 -2.207 0.4404 -1.7596 2.6542 -0.595
P 2.135 2.005 0.552 -0.5897 1.1496 0.2594 0.782
P 1.352 -0.721 -0.332 -1.3810 2.7973 -1.7317 0.909
H -0.601 -1.105 1.183 0.8992 -0.1654 -1.0571 0.047
H -1.043 -1.464 -0.533 1.2016 1.4008 0.8945 0.062
H -0.919 0.262 0.256 1.0290 -1.0770 -1.0394 0.059
H 1.231 2.431 -0.495 0.5631 -0.0787 -0.2133 -0.126
```
Forces are in eV/Å.

Properties
* HOMO energy: -9.697 eV
* orbital gap: 8.285 eV
* energy relative to the best compared isomer or geometry (same formula, charge and spin): 53.8 kcal/mol
* calculated total energy: -23884.668 eV


Record 6
The following is a quantum chemistry calculation of 2 unconnected molecules or ions with the total composition C3H10N2S at a distorted geometry, from OMol25.

XYZ file:
```
16
Properties=species:S:1:pos:R:3:forces:R:3:lowdin_charge:R:1
H -2.538 0.639 -1.684 0.0781 0.5740 -0.5011 0.039
N -2.293 1.239 -0.905 0.0213 -0.5472 0.7154 0.070
C -1.337 2.054 -1.028 -0.2604 -0.9978 0.4622 -0.369
N -0.758 2.584 0.158 -0.8521 0.3665 -0.2101 0.028
H -0.846 2.232 -1.973 0.3378 0.5003 -0.2018 0.103
H -1.083 3.538 0.313 0.5678 0.1599 -0.2713 0.074
H -1.220 2.068 0.906 0.1343 -0.0948 0.0068 0.069
C 1.014 -1.300 1.345 1.0702 0.0310 -0.0274 -0.180
C 1.574 -2.046 0.144 -0.3447 -0.0148 -0.2675 -0.627
S 0.385 -2.165 -1.238 0.0783 0.1376 0.1154 0.666
H 0.137 -1.782 1.766 -0.0877 0.1277 -0.0078 0.071
H 0.848 -0.253 1.099 -0.4601 -0.0017 -0.1317 0.055
H 1.825 -1.256 2.078 -0.2351 -0.1913 0.2908 0.070
H 1.796 -3.084 0.379 0.0781 -0.0608 0.1457 0.054
H 2.496 -1.582 -0.206 -0.0512 0.0025 -0.0078 0.061
H -0.001 -0.885 -1.155 -0.0744 0.0090 -0.1098 -0.183
```
Forces are in eV/Å.

Properties
* HOMO energy: -8.922 eV
* orbital gap: 9.857 eV
* energy relative to the best compared isomer or geometry (same formula, charge and spin): 14.7 kcal/mol
* calculated total energy: -17087.969 eV
* structure (SMILES): [H]/N=C/N.CCS


Record 7
The following is a quantum chemistry calculation of C3H9N2OP in the gas phase at a distorted geometry, from OMol25.

XYZ file:
```
16
Properties=species:S:1:pos:R:3:forces:R:3:lowdin_charge:R:1
C -0.447 -0.603 1.218 -1.0918 1.4282 1.3459 -0.193
N -0.068 0.773 0.799 0.3280 -0.5819 -2.4500 -0.395
P 1.719 1.059 1.112 -1.2719 -0.8308 0.8383 0.817
C -0.392 0.814 -0.728 0.1169 -2.6165 2.5835 -0.159
C 0.483 -0.172 -1.535 -2.5452 0.7569 0.1836 -0.601
N -0.024 -0.576 -2.709 -1.4551 0.4238 -0.6938 0.170
O 1.544 -0.464 -1.109 2.7938 -1.0685 0.6085 0.000
H 0.410 -1.180 1.060 0.6970 -1.8810 -0.8538 0.014
H -0.571 -0.643 2.300 -0.1016 0.3356 0.1982 0.069
H -1.422 -0.942 0.815 0.8036 0.1020 -0.2404 0.092
H 2.205 -0.295 1.329 -0.1500 0.5672 -0.5884 -0.093
H 1.585 1.047 2.550 -0.2465 0.5673 -0.3826 -0.120
H -1.469 0.770 -0.932 0.2002 -0.4125 0.4301 0.116
H -0.084 1.678 -1.135 1.1009 3.7131 -0.9926 0.060
H -0.918 -0.160 -2.981 0.6480 -0.5795 -0.0696 0.111
H 0.463 -1.172 -3.355 0.1736 0.0765 0.0832 0.112
```
Forces are in eV/Å.

Properties
* HOMO energy: -8.905 eV
* orbital gap: 9.630 eV
* energy relative to the best compared isomer or geometry (same formula, charge and spin): 44.9 kcal/mol
* calculated total energy: -17572.266 eV
* structure (SMILES): CN(P)CC(N)=O